Density functional theory data (ωB97M-V/def2-TZVPD) for a molecular structure, C30H30FIN3O6S6Ta in a non-equilibrium geometry.

Element x y z (Å)
H -4.7054 4.6516 -0.1027
S 1.6097 -0.5785 4.0380
H 2.8632 3.5283 1.4476
C 2.1058 -3.8215 1.4245
C 3.1325 -0.1039 3.3660
S -1.3096 -2.6537 -1.7902
C -2.6074 2.4010 -3.9426
O 1.5824 -2.8260 2.1195
C 4.5530 -5.4445 3.7891
H -0.7449 2.8491 3.0303
C 0.4395 4.5409 2.3365
H -0.7195 -2.1849 3.8878
H -4.6966 2.1016 -3.5496
C -0.6313 0.4267 -1.5228
N 1.6706 -4.0559 0.2294
C 0.1765 -3.3429 -3.9244
C -0.9278 -1.6365 2.9722
O 1.1555 -0.6276 -2.6438
C -1.0701 1.0697 -2.6391
S 1.0322 -4.2744 -2.6037
S 3.1599 -0.2462 1.6332
H 0.4781 3.3900 4.2003
H 1.1595 4.9353 0.3149
C -3.6036 3.1840 0.9940
N -2.1391 1.8856 -2.6591
H -1.8237 -2.5223 -4.1301
H 5.8923 -7.0331 3.3308
C 4.7218 -6.4683 1.6233
H -4.3516 3.3603 -4.7425
C 0.8254 4.0982 0.9285
C -2.3367 1.6190 -0.2797
H -2.0003 3.8429 -5.4241
H -0.6557 3.0029 -4.6606
H 1.2449 5.1404 2.7643
C 0.1952 -3.3938 -1.3414
H -2.5032 1.5501 1.8521
Ta 0.7762 -1.2265 1.5875
C 5.1240 -6.3757 2.9527
S 4.3313 0.5767 4.2409
C 3.7488 -5.6234 1.1461
H 2.4088 -3.1186 3.7856
C -3.6144 3.3525 -1.4034
C 0.6641 -0.3525 -1.5608
C -1.2757 -3.2443 -3.5285
C 3.5644 -4.5750 3.3227
O 1.1712 -0.6246 -0.4201
O 0.3825 1.0695 1.7789
H 3.4149 -5.6652 0.1228
H -3.5073 4.8513 -2.9264
H 0.3154 -3.8740 -4.8638
H -1.7756 -4.2108 -3.5632
C -2.8078 2.0681 0.9567
C 0.2518 3.2676 3.1454
H -5.1348 4.3096 -2.5459
H 4.8470 -5.3585 4.8233
H 0.6498 -2.3583 -3.9644
C -4.0306 2.9333 -3.7931
O -1.3023 -0.2957 0.6283
O 3.0540 -3.7087 4.2091
C -1.6314 3.4475 -4.4824
C -4.0353 3.8095 -0.1723
H -2.6198 1.5490 -4.6338
F -3.9928 3.6932 2.1766
C -1.4007 0.5027 -0.3190
S 1.3762 1.9729 2.4642
I -2.1896 -2.9353 1.8225
H 5.1677 -7.2000 0.9680
N 0.6150 -3.2894 -0.1348
C 3.1520 -4.6683 1.9803
C -2.7027 2.2806 -1.4677
H -1.5031 4.2675 -3.7801
H -0.0302 3.6252 0.4395
H -0.4714 5.1412 2.3357
H -0.5456 0.9165 -3.5724
C 1.9296 3.0764 1.1164
H -1.5539 -0.7848 3.2267
C -4.1061 3.9710 -2.6774
H 2.1173 2.4461 0.2513

Max |F|, eV/Å: 3.50
Energy relative to the best compared isomer or geometry (same formula, charge and spin), eV: 0.375
Highest occupied orbital energy, Ha: -0.2762
Kohn-Sham gap, eV: 6.936
Multiplicity: 1